1.
Here is the ion C15H27BBr2F4N2O6P with charge +1 from the Open Molecules 2025 dataset. Energies are from ωB97M-V/def2-TZVPD.

Values from the calculation:
charge: +1
ΔE to the lowest compared entry with this formula, charge and spin: 0.0 kJ/mol
HOMO level: -11.96 eV
largest force on an atom: 2.07 eV/A
total energy: -7062.28560 hartree
Kohn-Sham gap: 9.1 eV

Cartesian coordinates (Å):
C  -4.219  1.236  -0.561
O  -3.191  0.259  -0.763
B  -2.313  0.465  -1.776
O  -2.803  0.751  -3.010
C  -0.710  0.368  -1.552
C  -0.321  -1.010  -0.937
P  0.322  -2.070  -2.382
N  1.668  -2.803  -1.678
O  -0.854  -3.206  -2.539
O  0.633  -1.073  0.114
C  0.743  0.097  0.908
C  -0.608  0.234  1.681
C  -0.822  -0.961  2.629
C  -2.264  -1.299  2.897
F  -2.970  -0.199  3.257
Br  -3.088  -2.170  1.366
C  -2.363  -2.330  4.066
F  -3.607  -2.852  4.160
F  -1.495  -3.351  3.820
Br  -1.891  -1.533  5.763
C  1.799  -0.100  2.003
C  3.215  0.368  1.798
O  4.142  -0.394  1.576
O  3.386  1.704  1.891
C  1.050  1.256  -0.036
C  2.339  1.041  -0.852
C  2.318  1.218  -2.371
C  3.460  0.415  -2.986
F  4.590  0.523  -2.212
N  -0.109  1.598  -0.919
C  -1.062  2.577  -0.332
H  -4.150  2.062  -1.262
H  -4.131  1.626  0.447
H  -5.194  0.785  -0.676
H  -2.118  0.779  -3.678
H  -0.328  0.329  -2.569
H  -1.232  -1.502  -0.602
H  1.472  -3.490  -0.957
H  2.227  -3.221  -2.408
H  -0.643  -3.975  -1.996
H  -0.542  1.151  2.261
H  -1.468  0.303  1.019
H  -0.292  -1.836  2.284
H  -0.399  -0.669  3.585
H  1.869  -1.164  2.185
H  1.455  0.328  2.937
H  4.317  1.855  1.686
H  1.201  2.124  0.599
H  3.088  1.703  -0.451
H  2.719  0.049  -0.630
H  1.422  0.900  -2.894
H  2.513  2.260  -2.621
H  3.155  -0.626  -3.034
H  3.677  0.762  -3.989
H  0.286  2.133  -1.689
H  -0.503  3.359  0.166
H  -1.627  3.066  -1.117
H  -1.746  2.148  0.380

***

2.
Here is a structure of composition C26H34BrCl5FO8P2Re from the Open Molecules 2025 dataset. Energies are from ωB97M-V/def2-TZVPD.

Values from the calculation:
<S²>: 0.76
charge: +1
HOMO level (alpha / beta): -11.01 / -11.01 eV
spin multiplicity: 2
largest force on an atom: 2.07 eV/A
total energy: -7348.90887 hartree
Kohn-Sham gap (alpha / beta): 6.5 / 6.9 eV

Cartesian coordinates (Å):
Re  -0.347  -1.725  1.565
C  2.467  3.370  1.053
C  1.478  2.219  0.979
C  0.047  2.684  1.169
O  1.587  1.567  -0.328
P  1.908  0.020  -0.353
O  1.365  -0.675  0.851
C  1.287  -0.648  -1.927
P  -0.522  -0.937  -1.669
O  -0.637  -1.987  -0.636
O  -1.214  -1.257  -3.037
C  -1.376  -2.498  -3.755
C  -0.243  -2.636  -4.760
C  -1.502  -3.712  -2.859
O  -1.111  0.440  -1.217
C  -1.496  1.568  -2.038
C  -2.777  1.304  -2.813
C  -0.365  1.989  -2.962
O  3.460  -0.206  -0.235
C  4.537  0.120  -1.138
C  4.696  -0.968  -2.194
C  4.397  1.498  -1.766
H  2.345  3.873  2.008
H  2.285  4.086  0.254
H  3.491  3.011  0.986
H  1.721  1.474  1.745
H  -0.206  3.446  0.436
H  -0.061  3.099  2.169
H  -0.631  1.841  1.066
H  1.762  -1.621  -2.056
H  1.523  -0.007  -2.768
H  -2.321  -2.348  -4.290
H  0.712  -2.772  -4.254
H  -0.186  -1.750  -5.388
H  -0.424  -3.498  -5.394
H  -0.555  -3.945  -2.380
H  -1.807  -4.561  -3.462
H  -2.246  -3.541  -2.086
H  -1.683  2.348  -1.291
H  -2.615  0.565  -3.593
H  -3.103  2.232  -3.278
H  -3.555  0.945  -2.146
H  -0.209  1.225  -3.722
H  0.547  2.142  -2.391
H  -0.621  2.921  -3.458
H  5.411  0.108  -0.475
H  3.941  -0.878  -2.973
H  4.622  -1.945  -1.723
H  5.678  -0.879  -2.653
H  3.508  1.553  -2.395
H  5.273  1.696  -2.380
H  4.330  2.270  -1.003
Cl  1.266  -3.645  1.603
C  1.545  -2.982  3.178
C  0.663  -1.921  3.386
C  0.731  -1.273  4.614
Cl  -0.324  0.021  4.903
C  1.650  -1.690  5.589
Cl  1.702  -0.904  7.102
C  2.523  -2.753  5.331
Cl  3.636  -3.253  6.519
C  2.480  -3.420  4.092
Cl  3.531  -4.716  3.743
F  -1.771  -2.850  2.151
Br  -3.856  3.652  4.943
C  -4.334  2.465  3.531
C  -5.630  2.486  3.037
C  -5.974  1.632  2.002
C  -5.028  0.777  1.465
C  -3.727  0.773  1.964
C  -3.376  1.615  3.013
C  -2.734  -0.147  1.350
O  -2.985  -0.812  0.363
O  -1.559  -0.163  1.925
H  -6.360  3.157  3.462
H  -6.982  1.641  1.614
H  -5.281  0.098  0.665
H  -2.375  1.594  3.414

***

3.
Here is the molecule C4H6N2O from the Open Molecules 2025 dataset. Energies are from ωB97M-V/def2-TZVPD.

Values from the calculation:
ΔE to the lowest compared entry with this formula, charge and spin: 336.2 kJ/mol
HOMO level: -9.02 eV
largest force on an atom: 2.59 eV/A
total energy: -340.66685 hartree
Kohn-Sham gap: 9.9 eV

Cartesian coordinates (Å):
C  -1.543  0.542  -0.927
C  0.544  -0.613  -0.679
C  0.523  -0.742  0.871
C  -0.112  0.741  -0.911
N  -2.639  0.337  -0.715
N  0.420  0.680  1.376
O  0.230  1.522  0.259
H  1.502  -0.838  -1.064
H  -0.097  -1.387  -0.959
H  -0.279  -1.341  1.247
H  1.424  -1.071  1.319
H  0.342  1.308  -1.827
H  -0.315  0.861  2.010

***

4.
Here is a structure of composition C61H60FeN6O2P2Si from the Open Molecules 2025 dataset. Energies are from ωB97M-V/def2-TZVPD.

Values from the calculation:
<S²>: 6.06
ΔE to the lowest compared entry with this formula, charge and spin: 17.2 kJ/mol
HOMO level (alpha / beta): -3.05 / -6.25 eV
spin multiplicity: 5
largest force on an atom: 3.28 eV/A
total energy: -5075.42350 hartree
Kohn-Sham gap (alpha / beta): 3.5 / 6.7 eV

Cartesian coordinates (Å):
Fe  -0.935  0.155  -0.750
C  -3.852  -1.498  3.120
Si  -2.659  -1.660  1.635
C  -3.488  -2.710  0.302
C  -4.550  -3.534  0.699
C  -5.018  -4.562  -0.085
C  -4.421  -4.817  -1.317
C  -3.420  -3.985  -1.762
C  -2.947  -2.934  -0.977
P  -1.729  -1.813  -1.769
C  -0.591  -3.101  -2.415
C  -0.294  -4.210  -1.622
C  0.645  -5.136  -2.032
C  1.317  -4.965  -3.232
C  1.047  -3.856  -4.015
C  0.104  -2.928  -3.613
C  -2.794  -1.450  -3.224
C  -2.777  -2.098  -4.454
C  -3.698  -1.770  -5.434
C  -4.644  -0.785  -5.202
C  -4.680  -0.145  -3.971
C  -3.770  -0.482  -2.989
C  -1.152  -2.649  2.216
C  -1.393  -3.800  2.971
C  -0.380  -4.653  3.351
C  0.928  -4.381  2.962
C  1.195  -3.257  2.212
C  0.176  -2.381  1.833
P  0.549  -0.873  0.874
C  2.228  -1.325  0.293
C  2.284  -2.045  -0.897
C  3.493  -2.457  -1.418
C  4.671  -2.141  -0.760
C  4.628  -1.443  0.437
C  3.413  -1.042  0.963
C  0.915  0.304  2.235
C  1.225  -0.077  3.539
C  1.408  0.880  4.519
C  1.318  2.228  4.211
C  1.023  2.618  2.912
C  0.794  1.662  1.941
H  -4.141  -2.453  3.537
H  -4.755  -0.983  2.817
H  -3.388  -0.926  3.914
H  -5.016  -3.355  1.655
H  -5.835  -5.179  0.259
H  -4.747  -5.650  -1.921
H  -2.983  -4.155  -2.737
H  -0.795  -4.332  -0.672
H  0.857  -5.995  -1.414
H  2.057  -5.684  -3.550
H  1.577  -3.709  -4.945
H  -0.079  -2.055  -4.224
H  -2.066  -2.885  -4.652
H  -3.676  -2.293  -6.381
H  -5.360  -0.532  -5.972
H  -5.421  0.619  -3.785
H  -3.802  -0.005  -2.017
H  -2.408  -4.030  3.259
H  -0.602  -5.535  3.933
H  1.730  -5.049  3.236
H  2.214  -3.060  1.912
H  1.362  -2.281  -1.401
H  3.518  -3.022  -2.338
H  5.621  -2.456  -1.169
H  5.543  -1.226  0.971
H  3.383  -0.547  1.922
H  1.313  -1.125  3.784
H  1.629  0.575  5.531
H  1.473  2.974  4.976
H  0.971  3.672  2.671
H  0.493  1.944  0.935
C  -1.077  3.372  -5.653
N  -1.796  3.108  -4.429
C  -2.907  3.816  -4.101
C  -3.548  3.553  -2.925
C  -2.984  2.585  -2.073
N  -1.892  1.878  -2.394
C  -1.330  2.050  -3.610
O  -0.440  1.346  -4.051
N  -3.574  2.321  -0.886
H  -1.587  4.158  -6.204
H  -1.019  2.468  -6.261
H  -0.056  3.695  -5.432
H  -3.239  4.583  -4.785
H  -4.447  4.075  -2.647
H  -4.389  2.841  -0.623
H  -3.165  1.645  -0.252
C  -2.577  2.303  3.994
C  -3.006  2.484  2.529
C  -4.534  2.650  2.481
C  -2.323  3.718  1.931
C  -2.635  1.256  1.830
C  -2.375  0.181  1.299
H  -2.790  3.208  4.557
H  -1.514  2.090  4.061
H  -3.122  1.479  4.448
H  -4.842  3.446  3.156
H  -5.028  1.732  2.788
H  -4.875  2.906  1.482
H  -2.676  4.616  2.432
H  -2.534  3.806  0.868
H  -1.249  3.649  2.063
C  5.994  3.404  5.996
C  5.639  3.122  4.567
C  4.714  2.144  4.229
C  4.391  1.900  2.909
C  4.992  2.615  1.880
N  4.606  2.333  0.564
C  5.135  2.862  -0.579
O  6.055  3.653  -0.632
N  4.569  2.418  -1.757
C  3.478  1.596  -2.044
C  3.544  0.776  -3.179
C  2.446  -0.011  -3.480
C  1.336  0.049  -2.665
N  1.241  0.853  -1.599
C  2.299  1.618  -1.314
C  5.930  3.589  2.211
C  6.237  3.834  3.535
H  5.325  2.876  6.671
H  5.935  4.473  6.200
H  7.017  3.083  6.198
H  4.230  1.568  5.004
H  3.649  1.157  2.678
H  3.940  1.578  0.466
H  5.109  2.697  -2.564
H  4.423  0.780  -3.805
H  2.452  -0.657  -4.342
H  0.451  -0.521  -2.891
H  2.190  2.294  -0.476
H  6.409  4.151  1.428
H  6.957  4.606  3.768

***

5.
Here is a cluster of 2 separate species, C6H14N2O2 in total from the Open Molecules 2025 dataset. Energies are from ωB97M-V/def2-TZVPD.

Values from the calculation:
<S²>: 0.75
charge: +1
ΔE to the lowest compared entry with this formula, charge and spin: 0.0 kJ/mol
HOMO level (alpha / beta): -13.45 / -13.44 eV
spin multiplicity: 2
largest force on an atom: 1.99 eV/A
total energy: -496.73178 hartree
Kohn-Sham gap (alpha / beta): 10.5 / 5.4 eV

Cartesian coordinates (Å):
C  0.616  -0.416  -3.312
C  1.698  1.871  -0.484
C  0.779  0.090  -1.908
O  0.158  -0.450  -0.982
N  1.573  1.156  -1.738
H  1.263  0.123  -4.006
H  2.068  1.486  -2.553
H  0.975  1.493  0.230
H  0.796  -1.484  -3.363
H  -0.403  -0.216  -3.644
H  2.705  1.734  -0.086
H  1.502  2.931  -0.625
C  -2.863  -0.424  1.132
C  0.634  -0.936  2.541
C  -0.885  -0.877  2.446
O  -1.549  -1.152  3.480
N  -1.420  -0.592  1.300
H  -0.825  -0.403  0.483
H  -3.356  -0.611  2.085
H  1.031  -0.581  1.594
H  -3.121  0.607  0.899
H  -3.287  -1.096  0.391
H  0.956  -0.302  3.368
H  0.955  -1.953  2.754

***

6.
Here is a structure of composition C3H4O3Pr from the Open Molecules 2025 dataset. Energies are from ωB97M-V/def2-TZVPD.

Values from the calculation:
<S²>: 3.76
ΔE to the lowest compared entry with this formula, charge and spin: 233.8 kJ/mol
HOMO level (alpha / beta): -5.59 / -5.90 eV
spin multiplicity: 4
largest force on an atom: 1.75 eV/A
total energy: -859.29035 hartree
Kohn-Sham gap (alpha / beta): 5.2 / 5.2 eV

Cartesian coordinates (Å):
C  -1.236  -0.461  1.212
C  0.224  -0.733  1.067
H  -1.509  0.558  1.551
H  0.834  -0.782  1.982
H  -1.694  -1.215  1.879
O  -0.091  0.054  -1.814
C  0.712  0.667  -1.096
O  1.078  0.319  0.072
O  1.327  1.766  -1.530
Pr  -0.822  -2.037  -0.843
H  1.177  1.864  -2.478